# 1
The following is a DFT calculation (the ωB97M-V functional and the def2-TZVPD basis) of 11 unconnected molecules or ions with the total composition C68H54N2O23PS in a non-equilibrium geometry.

```
149
Properties=species:S:1:pos:R:3
N 0.513 -1.714 6.643
P -0.845 -2.100 5.789
O -0.982 -0.932 4.463
O -2.215 -1.879 6.856
S -0.798 -4.125 5.083
C -2.365 -4.516 4.065
C -3.073 -3.172 3.436
C -4.427 -3.672 2.604
O -4.111 -4.777 1.650
C 0.613 -4.417 3.854
C 0.563 -3.736 2.377
C 1.863 -4.189 1.511
C 2.958 -5.165 2.160
N 3.071 -5.770 3.517
C 1.861 -5.334 4.267
H 0.208 -1.464 7.624
H -1.945 -0.613 4.492
H -2.059 -2.394 7.702
H -1.994 -5.170 3.141
H -3.092 -5.163 4.736
H -2.404 -2.612 2.626
H -3.354 -2.363 4.267
H -4.875 -2.792 1.965
H -5.164 -4.117 3.397
H -4.510 -5.643 1.967
H -0.280 -3.037 1.966
H 1.992 -3.809 0.401
H 3.857 -5.471 1.433
H 1.820 -5.755 5.386
C -3.207 0.250 0.436
C -2.688 1.079 -0.474
C -1.972 2.306 -0.072
O -1.498 3.067 -0.905
C -1.850 2.579 1.373
C -2.369 1.749 2.284
C -3.085 0.523 1.882
O -3.559 -0.238 2.714
H -3.737 -0.654 0.158
H -2.769 0.892 -1.538
H -1.320 3.482 1.651
H -2.288 1.936 3.348
C 1.530 -3.510 -3.897
C 2.212 -3.066 -4.957
C 3.283 -2.061 -4.814
O 3.906 -1.653 -5.784
C 3.573 -1.566 -3.453
C 2.892 -2.009 -2.393
C 1.820 -3.015 -2.536
O 1.197 -3.423 -1.566
H 0.741 -4.246 -3.985
H 2.012 -3.420 -5.962
H 4.362 -0.829 -3.365
H 3.092 -1.656 -1.388
C -3.953 -4.387 10.467
C -4.848 -4.253 11.450
C -4.768 -3.135 12.411
O -5.585 -3.012 13.313
C -3.662 -2.172 12.243
C -2.767 -2.307 11.259
C -2.847 -3.424 10.298
O -2.029 -3.547 9.397
H -3.997 -5.202 9.754
H -5.665 -4.951 11.586
H -3.618 -1.358 12.956
H -1.949 -1.609 11.123
C 3.527 5.071 -2.638
C 3.368 6.364 -2.341
C 2.108 6.869 -1.762
O 1.961 8.053 -1.492
C 1.030 5.888 -1.521
C 1.188 4.595 -1.818
C 2.449 4.091 -2.398
O 2.596 2.906 -2.668
H 4.444 4.685 -3.064
H 4.149 7.096 -2.511
H 0.112 6.274 -1.095
H 0.407 3.863 -1.649
C 8.288 -1.883 -6.696
C 7.393 -1.749 -5.712
C 7.473 -0.631 -4.751
O 6.655 -0.508 -3.849
C 8.579 0.332 -4.919
C 9.474 0.197 -5.903
C 9.394 -0.920 -6.864
O 10.212 -1.043 -7.766
H 8.244 -2.698 -7.409
H 6.575 -2.447 -5.576
H 8.623 1.146 -4.206
H 10.292 0.895 -6.039
C 8.464 4.682 -1.449
C 8.640 3.467 -1.978
C 9.910 3.092 -2.629
O 10.071 1.981 -3.115
C 10.979 4.109 -2.672
C 10.803 5.324 -2.143
C 9.533 5.700 -1.492
O 9.372 6.811 -1.005
H 7.539 4.974 -0.968
H 7.866 2.709 -1.954
H 11.905 3.817 -3.153
H 11.577 6.082 -2.167
C -3.431 -4.232 -4.509
C -4.549 -3.736 -3.970
C -4.667 -3.519 -2.515
O -5.690 -3.067 -2.020
C -3.501 -3.869 -1.679
C -2.383 -4.365 -2.218
C -2.265 -4.582 -3.673
O -1.241 -5.034 -4.168
H -3.328 -4.398 -5.575
H -5.412 -3.474 -4.570
H -3.604 -3.703 -0.613
H -1.520 -4.627 -1.618
C 2.649 9.266 2.372
C 1.743 8.755 1.532
C 0.478 8.180 2.028
O -0.351 7.710 1.260
C 0.250 8.192 3.487
C 1.156 8.703 4.327
C 2.422 9.279 3.831
O 3.250 9.748 4.599
H 3.583 9.692 2.025
H 1.895 8.739 0.460
H -0.683 7.767 3.834
H 1.004 8.719 5.399
C -4.831 -2.756 -8.156
C -5.967 -2.707 -8.859
C -6.403 -3.846 -9.691
O -7.442 -3.801 -10.336
C -5.537 -5.041 -9.715
C -4.401 -5.090 -9.012
C -3.965 -3.951 -8.180
O -2.926 -3.996 -7.535
H -4.497 -1.929 -7.542
H -6.614 -1.838 -8.851
H -5.871 -5.868 -10.329
H -3.754 -5.959 -9.020
C -7.616 2.250 2.035
C -6.282 2.291 1.964
C -5.585 3.392 1.272
O -4.365 3.430 1.205
C -6.419 4.447 0.662
C -7.753 4.406 0.732
C -8.450 3.304 1.425
O -9.671 3.267 1.492
H -8.143 1.448 2.539
H -5.657 1.525 2.407
H -5.892 5.248 0.158
H -8.379 5.172 0.289
```

Its HOMO-LUMO gap is 7.02 eV. Its charge is +1. The value obtained for the molar mass is 1330.212 g mol⁻¹. As for the lowest unoccupied orbital energy: -4.091 eV. Its total energy is -141562.2679 eV.

Atomic partial charges in e from the Mulliken method, atoms 1 to 4:
1 N -0.7506
2 P 1.1477
3 O -0.3928
4 O -0.4344



# 2
The following is a DFT calculation (the ωB97M-V functional and the def2-TZVPD basis) of a molecular structure, C68H56FGeN3O2P3Re in a non-equilibrium geometry.

```
135
Properties=species:S:1:pos:R:3
Re 0.009 0.376 -0.172
F 2.348 -0.553 -0.293
Ge 1.354 -2.219 0.112
C 1.176 -2.671 -1.853
C 1.638 -3.943 -2.165
C 1.656 -4.405 -3.469
C 1.250 -3.558 -4.484
C 0.761 -2.298 -4.180
C 0.669 -1.836 -2.865
P -0.190 -0.216 -2.565
C -1.887 -0.292 -3.231
C -2.672 0.790 -2.831
C -3.871 1.061 -3.455
C -4.293 0.253 -4.500
C -3.536 -0.843 -4.882
C -2.333 -1.122 -4.251
C 0.336 1.070 -3.777
C 0.793 2.302 -3.319
C 1.209 3.278 -4.206
C 1.137 3.051 -5.570
C 0.588 1.867 -6.034
C 0.176 0.886 -5.150
C -0.267 -3.058 1.037
C 0.067 -4.335 1.476
C -0.902 -5.196 1.951
C -2.225 -4.784 1.955
C -2.569 -3.519 1.520
C -1.581 -2.624 1.103
P -1.973 -1.008 0.356
C -3.103 -0.048 1.477
C -2.696 1.372 1.466
C -3.394 2.534 2.173
C -5.785 1.289 2.572
C -5.163 0.007 2.992
C -4.103 -0.610 2.165
C -3.116 -1.680 -0.896
C -4.375 -1.139 -1.127
C -5.238 -1.754 -2.017
C -4.856 -2.912 -2.675
C -3.596 -3.449 -2.453
C -2.725 -2.838 -1.571
C 2.453 -2.185 1.794
C 3.426 -3.081 2.197
C 3.914 -3.045 3.496
C 3.393 -2.139 4.405
C 2.431 -1.229 4.003
C 1.984 -1.210 2.683
P 0.799 0.123 2.249
C -0.481 -0.096 3.535
C -0.833 -1.378 3.957
C -1.834 -1.553 4.897
C -2.502 -0.457 5.421
C -2.143 0.822 5.022
C -1.137 1.002 4.089
C 1.571 1.702 2.747
C 0.904 2.872 2.370
C 1.302 4.104 2.856
C 2.392 4.188 3.709
C 3.104 3.040 4.025
C 2.704 1.803 3.546
H 1.990 -4.580 -1.365
H 2.004 -5.402 -3.685
H 1.305 -3.879 -5.512
H 0.463 -1.656 -4.993
H -2.312 1.418 -2.022
H -4.474 1.897 -3.136
H -5.213 0.479 -5.014
H -3.874 -1.478 -5.687
H -1.760 -1.986 -4.551
H 0.811 2.507 -2.259
H 1.587 4.216 -3.831
H 1.474 3.801 -6.266
H 0.465 1.705 -7.094
H -0.302 0.003 -5.542
H 1.100 -4.657 1.435
H -0.634 -6.188 2.281
H -2.995 -5.468 2.269
H -3.612 -3.265 1.441
H -1.604 1.447 1.494
H -2.792 3.223 2.750
H -6.813 1.597 2.533
H -5.797 -0.711 3.506
H -4.210 -1.683 2.116
H -4.688 -0.242 -0.613
H -6.214 -1.328 -2.191
H -5.535 -3.394 -3.361
H -3.292 -4.350 -2.961
H -1.745 -3.266 -1.395
H 3.803 -3.817 1.501
H 4.675 -3.746 3.803
H 3.739 -2.136 5.426
H 1.997 -0.549 4.725
H -0.298 -2.237 3.580
H -2.076 -2.549 5.238
H -3.276 -0.591 6.162
H -2.635 1.678 5.457
H -0.828 2.004 3.823
H 0.091 2.819 1.653
H 0.765 4.997 2.566
H 2.702 5.147 4.093
H 3.980 3.105 4.649
H 3.293 0.935 3.793
N -2.718 4.513 -0.542
C -2.287 3.331 -0.122
O -1.171 2.879 -0.335
C -3.312 2.499 0.658
C -4.581 2.031 2.771
N -4.896 1.207 3.820
C -4.530 2.316 -0.059
N -5.501 2.206 -0.651
H -2.133 5.085 -1.136
H -3.651 4.848 -0.358
C 7.842 0.095 -0.505
C 6.511 0.744 -0.571
C 6.219 1.860 0.218
C 4.987 2.474 0.204
C 4.796 3.696 1.042
C 3.938 1.901 -0.585
C 2.611 2.320 -0.263
O 1.517 1.757 -0.430
C 4.289 0.897 -1.536
C 3.386 0.508 -2.657
C 5.543 0.325 -1.484
H 8.315 0.263 0.460
H 8.500 0.516 -1.271
H 7.767 -0.973 -0.702
H 6.997 2.265 0.846
H 5.764 4.054 1.379
H 4.194 3.495 1.927
H 4.320 4.489 0.469
H 2.572 3.270 0.292
H 2.341 0.565 -2.376
H 3.609 -0.500 -3.000
H 3.542 1.191 -3.494
H 5.794 -0.454 -2.190
```

Its HOMO-LUMO gap (spin up / spin down) is 4.95 / 4.77 eV. The spin multiplicity is 4. Its charge is +3. The value obtained for the molar mass is 1317.952 g mol⁻¹. As for the lowest unoccupied orbital energy (spin up / spin down): -9.762 / -9.794 eV. Its total energy is -169191.1965 eV.

Atomic partial charges in e from the Mulliken method, atoms 1 to 4:
1 Re -0.4213
2 F -0.4165
3 Ge 1.4516
4 C 0.2818